# 1
DFT (ωB97M-V/def2-TZVPD) results for C18H20F3NS in the gas phase in a non-equilibrium geometry.

XYZ file:
```
43
Properties=species:S:1:pos:R:3:forces:R:3:nbo_charge:R:1
C -0.8352 1.8109 1.5506 0.2081 -0.2708 0.1472 -0.17
F -2.1486 1.4935 5.5578 0.6387 0.0882 -0.2061 -0.32
F -0.0431 2.0630 5.8826 -0.7128 -0.4323 -0.0197 -0.33
C 1.4773 -2.2998 -1.3213 -0.4501 -0.2987 -0.1192 -0.23
H -2.1591 0.1201 -3.0521 -0.1622 -0.1975 -0.4070 0.21
C 0.2725 3.6653 -2.6110 -0.1223 0.3265 -0.2662 -0.38
H 1.7458 3.0492 -1.1786 0.5492 0.1470 0.2430 0.22
H 0.5740 -4.2734 -1.2507 0.1401 0.2836 0.2871 0.20
H -1.3050 2.5743 0.9074 0.3905 -0.7105 0.0457 0.22
N -0.3658 -0.6020 -0.8435 0.1617 -2.0566 -0.0966 -0.46
C -0.0556 1.7479 -1.3331 0.4725 0.7000 -0.6929 -0.10
H -3.1887 0.9208 -1.8867 -0.0912 0.1067 -0.0881 0.22
C -0.5325 1.0242 3.8319 0.0037 -1.1141 -0.5774 -0.15
C 0.8778 -3.4620 -0.5645 -0.6738 -0.1750 0.6010 -0.61
C 0.8183 2.8604 -1.6658 -1.6531 -0.3156 -0.1509 -0.25
C 0.0442 0.8133 1.0603 -0.4966 0.7452 1.5585 0.00
C 0.6620 -0.0604 2.0021 -1.0932 0.9969 -0.1477 -0.19
C -1.1785 1.7114 -2.1070 -0.2079 -0.0023 0.3909 -0.14
C -1.8295 -0.5093 -1.0320 0.9473 1.4416 0.2528 -0.20
C 0.3403 -1.4076 -1.8904 -0.0211 0.9864 -0.1637 -0.20
H 3.1157 -2.0040 -2.6310 -0.4391 -0.8019 -0.4555 0.21
S -1.2786 3.0902 -3.2126 1.1123 -0.6611 1.2502 0.39
C 0.3252 0.6226 -0.4051 -0.3046 -0.3599 -0.7162 -0.09
C 0.3643 0.0173 3.3526 -0.5320 1.0382 0.3955 -0.18
H -0.4111 -2.0344 -2.4449 0.6543 0.4040 0.6602 0.20
H 1.5939 -3.8408 0.1655 0.0106 -0.2884 -0.1099 0.21
H 1.4270 0.5108 -0.4843 -0.5703 -0.3958 -0.1636 0.22
H -2.2313 -1.4265 -1.4337 0.1523 -0.5477 0.3272 0.21
H 0.6962 4.6107 -2.9597 -0.2855 -0.4737 -0.0426 0.24
H 0.8464 -0.6708 4.0431 -0.1819 0.1663 -0.0406 0.23
C -0.8698 1.1317 5.3151 0.6583 -0.2016 0.0045 0.98
H -2.3551 -0.2608 -0.0897 0.5228 -0.2697 -0.2017 0.20
F -0.6719 -0.0305 6.0021 -0.0100 0.6942 -0.5679 -0.33
H 1.3463 -0.8181 1.6781 0.2170 -0.2817 -0.3248 0.22
C -1.1397 1.8913 2.9227 0.9565 -0.6937 0.1257 -0.19
H 2.1111 -1.7239 -0.6372 -0.3036 0.1978 0.0122 0.19
C 2.3995 -2.8355 -2.4165 0.4238 0.8854 -0.4409 -0.61
H 1.7987 -3.1007 -3.3090 0.4751 0.1636 0.2660 0.20
C -2.1753 0.5626 -2.0647 0.1046 0.9514 -0.5004 -0.46
H -0.0076 -3.1411 0.0093 0.2248 -0.1111 -0.1788 0.22
H 0.7531 -0.7043 -2.6513 -0.0413 -0.3686 0.1951 0.18
H -1.8032 2.6356 3.3234 -0.2601 0.2615 -0.1769 0.23
H 2.9958 -3.7215 -2.1280 -0.4116 0.4442 0.0924 0.22
```
Forces are in eV/Å.

The HOMO energy is -0.3066 Ha. Its spin multiplicity is 1. As for the total energy: -39468.570 eV.

# 2
DFT (ωB97M-V/def2-TZVPD) results for 3 unconnected molecules or ions with the total composition C21H47BrN6O7P in a non-equilibrium geometry.

XYZ file:
```
83
Properties=species:S:1:pos:R:3:forces:R:3:mulliken_charge:R:1
N -1.8314 -0.4632 -0.1727 -0.5887 -0.9049 -0.4011 0.42
O 4.9496 6.6292 -0.2803 -0.5595 0.0609 0.3017 -0.44
H -4.1505 -2.4505 4.7260 2.0926 -0.3819 -1.5886 0.33
C 3.0795 6.3655 3.0452 0.5684 -0.5705 0.3526 -0.23
O 3.1666 3.9251 2.8620 0.1709 -0.2038 0.4580 -0.20
C 2.8399 5.0101 3.7371 -0.2114 0.6361 -0.3664 -0.83
H -0.7634 -2.7749 -3.2667 -0.1818 -0.0860 -0.1297 0.35
C -2.8938 -3.9062 -2.7938 -0.3015 0.0882 -0.2590 -0.66
H -0.0416 -3.5367 3.9805 -1.7217 -1.5627 -0.3119 0.28
H -2.2988 -0.0912 -2.7154 0.3471 0.2479 1.5732 0.22
H 4.3654 2.9948 4.2965 0.0522 0.0643 0.0209 0.38
H -0.1470 -2.3172 -5.7033 -0.0474 -0.0417 0.0221 0.41
C -0.4756 -5.0235 1.8492 3.5678 3.5294 -1.7275 0.19
H -5.0335 -4.9267 -6.6078 0.1375 0.0061 -0.1096 0.33
C -1.4869 -2.4054 -4.0071 0.0154 -0.1363 -0.7593 -0.41
H -0.6960 -5.8244 -6.8902 -0.0293 0.1228 -0.1048 0.37
H -2.6174 -4.8439 -3.2810 0.1065 -0.0841 0.1507 0.32
C -1.0885 -2.8103 -5.4390 -0.0477 -0.4065 0.6680 -0.30
Br -0.6891 1.8839 5.0359 0.6296 -0.8697 -1.0031 -0.15
N -2.3435 -1.7546 -0.3583 0.1536 2.2442 5.1794 0.05
H 5.0007 4.8276 0.7237 -0.1838 -0.2007 0.1366 0.13
O -2.8250 -2.8204 -3.7124 0.3555 -0.0720 0.5580 -0.32
H -2.2566 -3.7340 -1.9229 0.0592 -0.1001 -0.0854 0.28
H 3.3765 5.2955 0.1119 0.0218 0.0474 0.1216 0.25
C 4.7985 7.7431 1.9506 0.1476 -0.2456 -0.0972 -0.67
H -3.6425 -3.3390 3.1423 1.1838 1.3344 1.7375 0.39
H 3.3724 4.9465 4.6966 0.0844 -0.0308 -0.2905 0.39
H -2.0032 1.7718 2.4083 1.5590 -1.0752 -1.2845 0.39
C -2.0988 -3.4254 4.9602 0.2266 0.4392 0.0773 -0.67
H 4.6438 4.7354 -0.9926 0.0010 0.1687 0.0238 0.35
H -1.5962 1.7820 -1.4856 -0.0680 -1.3727 0.3377 0.11
C -2.0421 -4.4692 -7.8697 0.1296 -0.4674 -0.2040 -0.46
N -1.7550 0.0346 1.1193 -3.1466 -6.3317 1.4920 0.21
H 4.4124 8.6681 2.3952 -0.0687 -0.0929 -0.0732 0.38
H -2.2619 -3.4016 -7.9839 -0.0710 0.0077 0.1905 0.33
N 4.5116 6.6281 2.8609 -0.3931 -0.0285 -0.1182 -0.32
C -1.2244 1.3512 1.6429 0.7720 2.1577 -0.6462 -0.59
H -1.4832 -1.3138 -3.9505 0.1407 -0.0394 -0.1907 0.05
N -2.7100 -2.2670 0.8833 2.5825 6.2240 -0.1029 -0.33
C -2.3707 -1.1414 1.8829 0.7878 0.1104 -1.9141 -0.03
H 0.0657 -4.3277 -7.4055 -0.1210 0.0609 0.0158 0.39
O 0.4808 -4.1594 1.4989 -6.1828 -4.9677 2.8761 -0.49
H -3.9297 -3.9970 -2.4554 0.1044 0.0918 -0.1003 0.22
O -1.5018 -4.8286 2.8850 3.6346 -0.0895 -1.5907 -0.25
C 0.3157 1.2484 2.1959 0.4531 -1.0339 -0.0121 -0.21
C 0.4621 0.8397 3.7769 2.2619 -0.9176 -1.0530 -0.50
H 0.3723 -0.3427 3.8953 -0.2568 2.7212 0.0143 0.24
H 1.5914 1.0830 4.0786 -2.6421 -0.4320 -0.6191 0.38
O -3.2259 -5.1963 -7.5282 0.2629 0.5727 0.0631 -0.43
H -1.7212 -0.8942 4.1654 -1.5700 -0.5571 -1.6806 -0.16
C -3.9922 -4.6173 -6.4805 -0.1041 -0.4276 -0.2808 -0.48
H 4.3979 2.3038 2.6614 -0.0663 0.1337 0.0180 0.24
H -1.7045 -4.7270 -5.1105 0.1324 0.1037 -0.0911 0.08
C -3.2176 -2.6793 4.0198 -0.4307 0.0926 0.7857 -0.56
H 0.8309 0.3671 1.5771 -1.0460 1.8747 1.3252 0.30
H 0.9676 2.2048 1.9725 -1.7603 -1.6694 0.4774 0.14
C 4.2945 7.6342 0.4990 0.4553 0.2858 -0.0864 -0.46
H 2.5533 6.3386 2.0905 -0.2921 -0.0120 -0.0909 0.14
H 4.5295 8.5852 0.0029 0.0272 -0.1910 0.0829 0.35
H 3.2057 7.5293 0.4313 0.0052 -0.1931 0.0711 0.33
H 5.8892 7.8437 1.9205 -0.1400 0.0589 -0.0744 0.37
H 4.9582 5.7954 2.4918 -0.0937 0.1503 0.0793 0.07
C -0.9492 -4.2612 4.1245 0.0922 0.5411 2.1953 -0.36
H -1.7644 -4.8210 -8.8721 -0.0575 -0.0031 0.2011 0.36
P -1.3474 0.3510 -1.6869 5.0057 -0.3597 -3.4495 0.32
H 1.7714 4.9231 3.9504 -0.0236 0.0194 0.0334 0.38
C -0.8402 -4.7396 -6.9448 -0.2237 -0.1437 0.1137 -0.69
H -1.5093 -2.5685 5.5456 -1.2869 -1.8701 -1.1571 0.26
H -2.6132 -4.0738 5.8053 0.9827 1.1785 -2.0733 0.35
N -0.9214 -4.2634 -5.5589 -0.1291 0.3580 -0.0310 -0.33
C 4.3572 3.2365 3.2308 -0.1859 -0.0343 -0.3415 -0.90
H -0.5273 -6.0305 1.2100 -0.4840 2.1492 1.7526 0.33
H -0.6047 -5.1484 4.8335 -0.6170 1.7938 -1.6793 0.32
H -3.6584 -5.0091 -5.5197 -0.0407 0.1989 0.2220 0.12
H -3.5022 -0.4243 3.7600 1.9595 -1.4740 -0.8545 0.41
H 2.6435 7.1630 3.6562 0.0391 -0.0416 -0.0322 0.41
H 5.2406 3.8249 2.9731 0.1180 -0.0606 0.1813 0.36
C 4.4518 5.3124 -0.0836 0.4210 0.1767 -0.3204 -0.49
H -3.9564 -3.5249 -6.4890 0.1070 -0.0199 0.0473 0.26
O 0.1307 0.0230 -2.1411 -5.1287 1.1852 2.1133 -0.54
C -2.6406 -1.2127 3.5153 -1.1441 0.2195 -0.5022 -0.02
H -1.2052 2.1300 0.7388 -0.2113 -1.9226 1.8842 0.24
H -1.8675 -2.4424 -6.1076 -0.0971 0.2698 -0.0663 0.15
```
Forces are in eV/Å.

The HOMO energy is -0.3783 Ha. Its spin multiplicity is 1. As for the total energy: -125125.041 eV. Its charge is +1.

# 3
DFT (ωB97M-V/def2-TZVPD) results for 3 unconnected molecules or ions with the total composition C27H35IN2O12S in a non-equilibrium geometry.

XYZ file:
```
78
Properties=species:S:1:pos:R:3:forces:R:3:mulliken_charge:R:1
C -0.3092 -3.5829 2.1881 0.2165 -0.5930 -0.3423 -0.68
O 8.2664 -5.4933 -3.3123 -0.2127 0.2952 -0.2411 -0.61
H -3.7145 2.5204 4.1431 1.3641 0.9569 -0.1679 0.22
I -3.6519 -1.7301 -1.2617 -0.2201 0.8191 0.1064 0.00
H 7.5217 -4.6383 -5.1458 -0.0768 0.0886 -0.0389 0.35
H -4.5271 2.2429 0.6530 1.3973 -0.8429 0.5711 0.22
C 6.2447 -2.5765 -3.1958 -0.1180 0.1950 0.3113 -0.96
O 1.0094 6.9044 -5.5430 0.0103 -0.0024 0.4290 -0.61
H 0.0448 -3.1485 3.1899 -0.6836 -0.4239 -1.5050 0.30
C 7.6702 -4.5523 -2.8179 0.3686 -0.4249 0.6078 0.91
C -3.8175 -0.5710 0.6261 -0.2515 -0.6792 0.2391 -0.63
H 0.6934 1.9832 -0.0365 -1.8738 0.2138 0.0075 0.35
O 1.7470 2.2672 -5.2947 -0.1577 0.8070 1.0223 -0.57
H 1.3072 -3.6633 0.6628 -1.3244 1.1748 0.3698 0.44
H -7.1359 -2.9036 2.4984 0.4997 1.5086 -0.5477 0.28
O 6.9698 -3.8393 -5.0386 0.3010 -0.2803 1.2258 -0.56
H 1.8230 1.6502 -4.5410 -0.0107 0.0196 -0.1248 0.34
C 1.4870 3.5673 -3.2520 -0.0247 0.2101 0.7628 0.93
H -7.6203 -1.0983 2.2424 1.1009 -1.2019 0.1687 0.32
H -1.8924 2.5572 4.2818 -1.1045 1.0551 -0.6472 0.16
N -5.9621 -1.8073 0.9723 -0.9643 1.1123 1.3859 -0.20
C 1.3411 -1.6155 1.5088 -0.4949 0.5122 -0.2570 -0.12
C -1.1952 2.3337 1.2112 3.5089 -1.3487 1.7654 0.64
C -2.7898 3.1999 3.9993 -0.9135 -0.9649 -0.3030 -0.74
H -6.6451 -1.9681 0.2090 0.8074 0.1726 0.6447 0.32
H -0.5931 3.0863 -0.8214 0.1710 -1.2415 0.6981 0.26
O 6.9562 -3.0219 0.4667 -0.3040 0.2586 -1.2856 -0.58
H -1.0577 -0.4173 2.0237 -1.5571 -0.4130 1.0851 -0.25
C -2.1797 -0.4862 3.9771 1.3167 -0.1559 -2.7351 -1.19
C 1.1668 5.8923 -4.8835 0.0506 -0.1940 -0.7818 0.88
H 0.8792 7.8157 -3.5932 -0.0102 -0.0207 0.1241 0.35
C -1.9049 -3.5588 2.0438 0.2973 -1.0481 1.1993 -0.52
H 6.3991 -2.2269 0.5757 0.0407 -0.1237 0.0783 0.31
C 0.4992 -2.9033 0.9822 1.3997 -0.3643 0.5605 -0.57
H -2.3268 -3.3991 3.1073 0.4278 -0.0586 -1.7076 0.17
H 1.0774 -1.3474 2.5982 0.4115 -0.5116 -1.7580 0.28
O 0.9616 7.1995 -2.8395 0.1307 -0.8401 -1.0279 -0.56
H 1.2724 4.9272 -1.5556 0.0023 0.0162 -0.0336 0.48
C -1.9970 -0.7252 2.6007 -1.3768 0.2234 1.9605 1.17
O -3.1055 0.6564 0.3677 -0.8589 0.1460 1.1100 -0.07
C -2.8028 3.6848 2.4843 -0.2197 4.1031 0.8389 0.41
O -3.0104 4.9117 2.2870 0.6788 -4.4662 0.3535 -0.57
C 1.5390 3.4913 -4.7398 0.1584 -0.8388 -1.0414 0.32
O 5.5868 -1.4177 -1.2531 0.2476 -0.2219 0.2205 -0.55
O -2.4177 -2.6001 1.0943 -0.4178 0.1957 1.9164 -0.38
C -0.4278 2.1483 -0.1995 -1.2569 0.3074 0.3501 -0.99
H -6.0945 -1.5477 3.1669 -0.7391 -0.4935 -1.4811 0.26
O 1.6113 2.5493 -2.5927 0.0490 0.0005 -0.4434 -0.60
H -0.0001 -4.6939 2.2205 -0.5574 1.6638 0.0077 0.42
H -0.9087 1.2613 -0.7399 0.7222 1.2502 0.6702 0.23
C -5.4016 -0.3982 0.8614 0.0617 -1.3203 -0.6413 -0.73
C 6.9263 -3.6077 -3.6992 -0.3113 0.2879 -1.2664 0.39
H 3.7231 -0.8803 0.7393 -0.9189 -0.9986 0.6774 0.16
H -3.1009 -0.8347 4.5387 1.2927 0.5248 -0.7965 0.20
O -0.4985 2.0500 2.2326 -2.8199 1.4598 -3.0316 -0.60
C -3.1103 -1.5061 1.7587 1.0876 0.8153 0.6070 0.52
H -2.2519 -4.6056 1.7374 0.3863 1.5559 0.0852 0.44
C 6.2103 -2.3394 -1.7493 -0.3511 0.3881 -0.5581 0.92
H 5.6992 -1.8854 -3.8240 0.0115 -0.0301 0.0159 0.42
H -2.9391 4.0925 4.6912 0.3969 -1.1373 -1.2142 0.35
C 6.9770 -3.2686 -0.8700 0.3067 -0.2389 1.3172 0.37
H 1.4209 4.5375 -6.5782 -0.0074 -0.0047 0.0344 0.41
H -3.8847 -1.9058 2.5034 0.8715 0.4869 -1.2522 0.14
H 1.1700 -0.6817 0.8776 0.1321 -1.2883 0.8113 -0.13
C 7.6559 -4.3018 -1.3738 0.1089 -0.2029 -0.3316 -0.83
H -5.6773 0.1169 1.8369 0.6371 -0.1756 -1.4301 0.31
C -6.7445 -1.8518 2.2670 -0.4760 -0.0744 0.5084 -0.85
H -5.8852 0.0629 -0.0590 0.8767 0.0123 1.3391 0.29
H -1.3235 0.0552 4.5181 -1.6146 -0.9240 -0.6527 0.28
C -3.6000 1.7611 1.1435 -1.3833 0.5989 0.9072 -0.46
C 1.1422 5.9721 -3.3945 -0.1423 0.8791 1.0491 0.38
C 1.2904 4.8831 -2.6366 0.0468 -0.4201 0.0317 -0.83
C 1.3875 4.5794 -5.4979 -0.0640 0.3773 -0.0132 -0.87
H -0.1105 -2.6882 0.0481 0.5447 -0.0682 1.4380 0.25
H -3.8958 1.4466 2.2159 0.4507 0.0778 -1.6577 0.25
N -2.5735 2.8407 1.2935 1.1878 -1.1339 0.2021 0.26
S 3.1931 -1.9751 1.4415 -0.2295 0.9785 -0.4812 -0.27
H 8.2141 -4.9843 -0.7470 -0.0311 0.0226 -0.0175 0.42
```
Forces are in eV/Å.

The HOMO energy is -0.3260 Ha. Its spin multiplicity is 1. As for the total energy: -75045.409 eV.

# 4
DFT (ωB97M-V/def2-TZVPD) results for 2 unconnected molecules or ions with the total composition CH2Cl2N2 in a non-equilibrium geometry.

XYZ file:
```
7
Properties=species:S:1:pos:R:3:forces:R:3:nbo_charge:R:1
Cl 1.1662 -2.5616 0.3269 -0.1653 0.1339 -0.4247 0.18
N -0.3979 0.6275 -1.1761 1.0015 -1.2946 0.5849 -0.68
C 0.2946 -0.2389 -0.6324 0.2661 0.3408 0.4653 0.64
H -0.3480 1.1725 1.4789 -1.6697 -0.8639 0.2340 0.28
Cl -1.5422 0.5603 1.6012 1.2667 0.9714 0.3791 -0.28
N 0.9155 -0.8955 0.2380 -0.9058 1.3106 -1.2831 -0.56
H -0.0882 1.3358 -1.8365 0.2063 -0.5982 0.0445 0.41
```
Forces are in eV/Å.

For the relative energy (zero: lowest compared OMol25 entry of this formula, charge and spin), the calculation gives 140.3 kJ/mol. The HOMO energy is -0.3662 Ha. Its spin multiplicity is 1. As for the total energy: -29092.202 eV.

Question: HOMO energy of number 1 (C18H20F3NS)?
Answer: -0.3066 Ha

Question: Among the records above, which one has the lowest total energy?
Answer: C21H47BrN6O7P

Question: Which of these has the highest total energy?
Answer: CH2Cl2N2

Question: The highest total energy belongs to which entry?
Answer: CH2Cl2N2